## 1
The following is a DFT calculation (ωB97M-V/def2-TZVPD) of a 2-piece molecular cluster, C4H12NPS2 overall.

Results
- Kohn-Sham gap (alpha / beta) (eV) = 6.147 / 6.154
- total charge = 0

Geometry as XYZ:
```
20
Properties=species:S:1:pos:R:3:nbo_charge:R:1
C 0.57 3.07 -0.23 -0.614
C -1.83 -1.75 -0.26 -0.450
C 2.02 -2.28 1.08 -0.813
C -0.48 2.08 -0.82 -0.675
N -1.46 -0.46 -0.79 -0.964
P -0.39 0.40 0.06 1.300
S -0.56 0.14 1.98 -0.471
S 2.49 -1.17 -0.23 -0.222
H 1.65 2.73 -0.36 0.228
H 0.56 3.91 -0.82 0.221
H 0.44 3.13 0.78 0.227
H -2.78 -2.16 -0.64 0.218
H -1.03 -2.53 -0.26 0.213
H -2.20 -1.44 0.80 0.236
H 2.99 -2.80 1.29 0.227
H 1.41 -3.12 0.70 0.217
H 1.86 -1.57 1.96 0.250
H -0.42 1.90 -1.84 0.227
H -1.55 2.30 -0.64 0.242
H -1.28 -0.38 -1.76 0.403
```

## 2
The following is a DFT calculation (ωB97M-V/def2-TZVPD) of a 2-piece molecular cluster, C4H12NPS2 overall.

Results
- Kohn-Sham gap (alpha / beta) (eV) = 7.067 / 7.905
- total charge = 0

Geometry as XYZ:
```
20
Properties=species:S:1:pos:R:3:nbo_charge:R:1
C 1.56 -2.13 -1.11 -0.597
C 1.89 -0.04 0.00 -0.628
C -1.16 2.63 1.85 -0.492
C 0.84 -0.74 -0.90 -0.056
N -0.43 -0.82 -0.27 -0.968
P -1.61 0.39 -0.19 0.968
S -1.92 1.01 -2.07 -0.504
S -3.13 -0.72 0.73 -0.302
H 1.42 -2.52 -0.18 0.197
H 1.02 -2.55 -1.89 0.215
H 2.58 -1.92 -1.44 0.222
H 1.97 -0.37 1.01 0.210
H 1.57 1.14 0.15 0.191
H 2.96 0.06 -0.29 0.220
H -1.33 2.50 2.85 0.176
H -0.30 2.59 1.28 0.175
H -1.98 2.90 1.22 0.168
H 0.57 -0.19 -1.74 0.217
H -0.51 -1.68 0.24 0.399
H -4.01 0.45 0.75 0.189
```

Winner for stability: 1

## 1
The following is a DFT calculation (ωB97M-V/def2-TZVPD) of C6H12O4 as an isolated structure.

Results
- Kohn-Sham gap (eV) = 10.460
- total charge = 0

Geometry as XYZ:
```
22
Properties=species:S:1:pos:R:3:nbo_charge:R:1
C 3.00 3.22 -2.03 -0.601
C 2.75 1.73 -1.81 -0.372
C 4.04 0.99 -1.45 0.894
O 5.16 1.34 -1.72 -0.543
O 3.75 0.59 0.31 -0.689
C 2.57 1.33 0.60 -0.094
C 1.73 1.42 -0.69 0.240
C 0.59 2.41 -0.55 -0.637
O 1.22 0.12 -1.00 -0.739
H 3.41 3.71 -1.14 0.217
H 3.71 3.36 -2.86 0.238
H 2.06 3.73 -2.31 0.219
H 2.38 1.27 -2.74 0.257
H 1.98 0.87 1.41 0.182
H 2.89 2.33 0.91 0.182
H 0.94 3.38 -0.19 0.220
H 0.10 2.55 -1.53 0.224
H -0.15 2.03 0.17 0.217
H 0.72 -0.23 -0.26 0.473
O 3.93 -0.99 -1.54 -0.918
H 3.67 -0.78 -0.18 0.552
H 3.02 -1.18 -1.85 0.477
```

## 2
The following is a DFT calculation (ωB97M-V/def2-TZVPD) of a 2-piece molecular cluster, C6H12O4 overall.

Results
- Kohn-Sham gap (eV) = 10.581
- total charge = 0
- SMILES = C[C@]1(O)O[C@]1(C)O.CC=O

Geometry as XYZ:
```
22
Properties=species:S:1:pos:R:3:nbo_charge:R:1
C 0.22 1.15 0.53 0.435
C 1.43 0.72 -0.20 0.474
C -0.96 1.78 -0.19 -0.667
C 2.32 -0.39 0.31 -0.654
C -1.99 -1.64 0.13 -0.747
C -0.83 -1.77 -0.78 0.475
O 1.40 1.90 0.57 -0.489
O -0.10 0.47 1.71 -0.728
O 1.47 0.92 -1.57 -0.717
O -0.58 -1.05 -1.71 -0.576
H -0.11 1.11 2.44 0.485
H 0.79 0.37 -1.99 0.507
H -0.15 -2.62 -0.53 0.109
H -0.60 2.62 -0.76 0.240
H -1.41 1.07 -0.87 0.231
H -1.70 2.12 0.53 0.213
H 2.14 -0.55 1.37 0.229
H 2.10 -1.30 -0.25 0.211
H 3.35 -0.11 0.14 0.226
H -2.38 -2.62 0.42 0.232
H -1.63 -1.14 1.02 0.278
H -2.77 -1.03 -0.32 0.233
```

Winner for stability: 2

## 1
The following is a DFT calculation (ωB97M-V/def2-TZVPD) of one molecule with the formula H3PS.

Results
- Kohn-Sham gap (eV) = 9.386
- total charge = 0
- SMILES = [PH3]=S

Geometry as XYZ:
```
5
Properties=species:S:1:pos:R:3:nbo_charge:R:1
P -0.06 0.01 0.06 0.679
S 1.60 -0.99 0.59 -0.575
H -1.32 -0.40 -0.05 -0.048
H -0.46 1.16 0.61 -0.040
H 0.25 0.22 -1.21 -0.018
```

## 2
The following is a DFT calculation (ωB97M-V/def2-TZVPD) of one molecule with the formula H3PS.

Results
- Kohn-Sham gap (eV) = 9.875
- total charge = 0
- SMILES = PS

Geometry as XYZ:
```
5
Properties=species:S:1:pos:R:3:nbo_charge:R:1
P -0.03 0.58 -0.55 0.154
S 0.30 -1.28 0.37 -0.271
H 1.22 1.39 -0.12 0.020
H -0.87 1.27 0.41 -0.022
H -0.61 -1.96 -0.11 0.119
```

Winner for stability: 2

## 1
The following is a DFT calculation (ωB97M-V/def2-TZVPD) of one molecule with the formula C4H10OSi.

Results
- Kohn-Sham gap (eV) = 10.324
- total charge = 0
- SMILES = C=CC[SiH2]OC

Geometry as XYZ:
```
16
Properties=species:S:1:pos:R:3:nbo_charge:R:1
C -0.13 -1.19 -0.99 -0.941
C -1.24 -1.72 -0.06 -0.160
C 1.17 2.33 0.67 -0.259
C -2.41 -1.06 0.17 -0.437
O 0.45 1.22 0.12 -0.891
Si 1.19 -0.26 -0.12 1.461
H 0.25 -2.04 -1.49 0.245
H -0.64 -0.39 -1.71 0.263
H -1.10 -2.77 0.41 0.199
H 0.77 2.56 1.73 0.187
H 0.71 3.24 0.11 0.182
H 2.19 2.41 0.52 0.182
H -2.43 -0.06 -0.26 0.202
H -3.03 -1.45 0.95 0.209
H 1.94 -0.68 1.08 -0.205
H 2.31 -0.16 -1.12 -0.235
```

## 2
The following is a DFT calculation (ωB97M-V/def2-TZVPD) of C4H10OSi as an isolated structure.

Results
- Kohn-Sham gap (eV) = 8.077
- total charge = 0

Geometry as XYZ:
```
16
Properties=species:S:1:pos:R:3:nbo_charge:R:1
C 0.72 1.18 0.10 -0.430
C 0.44 0.58 -1.26 -0.187
C 1.05 -0.22 0.53 -0.421
C 0.62 -0.67 -0.85 -0.173
O -1.99 -0.34 -0.07 -1.139
Si -3.07 0.69 0.08 1.592
H 1.49 1.97 0.13 0.194
H -0.18 1.46 0.48 0.193
H 0.03 1.22 -2.11 0.191
H 2.77 -3.22 0.97 -0.004
H 2.08 -0.26 0.70 0.208
H 0.41 -0.60 1.34 0.212
H 0.54 -1.58 -1.57 0.211
H 2.23 -2.67 0.88 0.003
H -4.47 0.34 0.11 -0.228
H -2.69 2.12 0.54 -0.222
```

Winner for stability: 1